[1]
{"formula": "C25H24BClF4N3O10V", "method": "wB97M-V/def2-TZVPD", "species": ["V", "O", "C", "O", "C", "C", "C", "C", "C", "N", "C", "O", "O", "H", "H", "H", "H", "H", "C", "C", "N", "C", "C", "C", "C", "N", "C", "C", "F", "C", "F", "C", "C", "F", "C", "F", "H", "H", "H", "H", "H", "H", "H", "H", "H", "H", "H", "H", "H", "H", "H", "O", "B", "O", "C", "C", "C", "C", "C", "C", "H", "H", "H", "H", "O", "Cl", "O", "O", "O"], "coordinates": [[-0.205, 0.781, -0.297], [-1.227, -3.464, -1.758], [-0.705, -2.207, -1.546], [-0.322, -1.976, -0.225], [-0.567, -1.309, -2.523], [-0.835, -1.583, -3.935], [-0.541, -0.664, -4.868], [-0.012, 0.620, -4.502], [0.096, 0.873, -3.160], [-0.197, 0.010, -2.182], [0.504, 2.188, -2.596], [0.932, 3.162, -3.393], [0.402, 2.412, -1.400], [-0.891, -4.046, -1.069], [-1.231, -2.552, -4.207], [-0.706, -0.891, -5.914], [0.218, 1.359, -5.259], [1.068, 2.806, -4.281], [-4.512, 1.315, 1.054], [-3.112, 0.796, 0.749], [-2.373, 1.501, -0.331], [-3.099, 1.465, -1.618], [-3.655, 0.106, -1.990], [-2.154, 2.926, 0.025], [-1.152, 3.153, 1.188], [-0.421, 1.932, 1.462], [0.194, 1.787, 2.654], [0.362, 0.482, 3.164], [-0.203, -0.545, 2.500], [1.002, 0.217, 4.349], [1.092, -1.066, 4.754], [1.514, 1.225, 5.152], [1.335, 2.511, 4.690], [1.825, 3.548, 5.404], [0.699, 2.794, 3.496], [0.654, 4.091, 3.100], [-4.982, 0.653, 1.783], [-5.158, 1.344, 0.174], [-4.496, 2.313, 1.492], [-3.156, -0.258, 0.471], [-2.481, 0.860, 1.634], [-2.394, 1.796, -2.384], [-3.909, 2.209, -1.598], [-2.912, -0.681, -1.880], [-3.963, 0.124, -3.037], [-4.528, -0.163, -1.392], [-3.119, 3.394, 0.253], [-1.780, 3.407, -0.879], [-1.706, 3.493, 2.073], [-0.502, 3.982, 0.888], [2.031, 1.013, 6.074], [1.918, -2.791, -0.856], [0.987, -2.337, 0.079], [1.291, -2.765, 1.374], [2.513, -3.370, 1.245], [3.300, -3.906, 2.232], [4.506, -4.487, 1.825], [4.878, -4.516, 0.488], [4.062, -3.967, -0.507], [2.886, -3.398, -0.092], [2.998, -3.861, 3.269], [5.166, -4.911, 2.570], [5.823, -4.963, 0.208], [4.345, -3.965, -1.550], [3.030, 1.709, 0.475], [2.983, 0.424, -0.144], [4.006, -0.456, 0.310], [2.956, 0.528, -1.577], [1.631, -0.209, 0.291]], "lowdin_charge": [0.88, 0.07, -0.34, 0.17, -0.20, -0.01, -0.10, -0.05, -0.26, 0.03, -0.42, 0.16, 0.03, 0.11, 0.10, 0.09, 0.08, 0.10, -0.08, -0.22, -0.22, -0.24, -0.07, -0.18, -0.21, -0.10, -0.19, -0.16, 0.09, -0.22, 0.07, 0.04, -0.23, 0.06, -0.14, 0.06, 0.08, 0.06, 0.07, 0.11, 0.11, 0.11, 0.12, 0.06, 0.08, 0.07, 0.11, 0.11, 0.11, 0.11, 0.12, 0.23, -0.77, 0.23, -0.19, 0.01, -0.10, -0.10, 0.01, -0.19, 0.12, 0.09, 0.09, 0.12, -0.29, 0.76, -0.27, -0.29, -0.39], "e_lumo_ev": [2.45, 2.44], "multiplicity": 4, "total_charge": -1, "e_homo_ev": [-3.320, -3.757], "gap_ev": [5.771, 6.196], "s_squared": 3.788}

[2]
{"formula": "C25H24ClCrN5O2", "method": "wB97M-V/def2-TZVPD", "species": ["Cr", "C", "N", "C", "C", "C", "C", "C", "C", "N", "C", "C", "C", "C", "C", "C", "N", "C", "C", "C", "C", "C", "N", "H", "H", "H", "H", "H", "H", "H", "H", "H", "H", "H", "H", "H", "H", "H", "H", "H", "H", "Cl", "C", "C", "C", "C", "C", "C", "C", "H", "H", "H", "H", "H", "H", "O", "N", "O"], "coordinates": [[-0.360, 0.409, 0.141], [-1.368, -2.339, 0.658], [-0.138, -1.550, 0.859], [0.918, -2.100, -0.002], [0.600, -1.722, -1.426], [0.775, -2.584, -2.492], [0.437, -2.157, -3.770], [-0.086, -0.879, -3.922], [-0.221, -0.075, -2.808], [0.106, -0.479, -1.580], [0.233, -1.457, 2.279], [-0.228, -0.152, 2.898], [-0.081, 0.106, 4.252], [-0.464, 1.343, 4.754], [-1.028, 2.269, 3.887], [-1.135, 1.934, 2.551], [-0.715, 0.770, 2.059], [-2.550, -1.504, 0.246], [-3.798, -2.080, 0.055], [-4.858, -1.272, -0.330], [-4.630, 0.091, -0.475], [-3.349, 0.575, -0.289], [-2.324, -0.208, 0.045], [-1.626, -2.896, 1.568], [-1.202, -3.080, -0.134], [1.022, -3.189, 0.101], [1.872, -1.637, 0.261], [1.164, -3.575, -2.326], [0.569, -2.806, -4.621], [-0.395, -0.514, -4.887], [-0.599, 0.936, -2.883], [1.322, -1.517, 2.377], [-0.183, -2.298, 2.852], [0.357, -0.642, 4.893], [-0.326, 1.576, 5.797], [-1.352, 3.240, 4.228], [-1.560, 2.618, 1.831], [-3.924, -3.144, 0.180], [-5.832, -1.695, -0.513], [-5.429, 0.761, -0.746], [-3.115, 1.623, -0.419], [5.976, 1.862, -3.100], [4.614, 1.598, -2.079], [3.533, 2.473, -2.115], [2.498, 2.318, -1.222], [2.516, 1.302, -0.251], [1.541, 1.267, 0.826], [3.583, 0.390, -0.291], [4.624, 0.537, -1.180], [3.524, 3.288, -2.819], [1.671, 3.011, -1.239], [1.279, 2.279, 1.141], [1.947, 0.724, 1.682], [3.636, -0.402, 0.446], [5.465, -0.139, -1.157], [-1.378, 3.845, -1.682], [-0.683, 2.851, -1.572], [-0.847, 2.099, -0.533]], "lowdin_charge": [0.76, -0.07, -0.21, -0.09, -0.23, 0.01, -0.01, -0.01, -0.06, 0.03, -0.08, -0.23, 0.01, -0.02, -0.01, -0.08, -0.03, -0.22, 0.01, -0.02, -0.01, -0.07, 0.03, 0.14, 0.14, 0.15, 0.12, 0.13, 0.12, 0.12, 0.11, 0.14, 0.14, 0.13, 0.12, 0.12, 0.13, 0.13, 0.12, 0.12, 0.11, 0.68, -0.68, -0.09, -0.04, -0.31, -0.13, -0.07, -0.11, 0.11, 0.09, 0.08, 0.07, 0.10, 0.10, 0.00, -0.20, -0.29], "e_lumo_ev": [-2.84, -3.34], "multiplicity": 4, "total_charge": 1, "e_homo_ev": [-9.858, -9.761], "gap_ev": [7.020, 6.424], "s_squared": 3.816}

[3]
{"formula": "C25H24ClN6O4PSTi", "method": "wB97M-V/def2-TZVPD", "species": ["Ti", "O", "C", "O", "C", "O", "O", "N", "P", "C", "C", "C", "C", "C", "C", "C", "C", "C", "C", "C", "C", "C", "C", "C", "C", "C", "N", "H", "H", "H", "H", "H", "H", "H", "H", "H", "H", "H", "H", "H", "H", "H", "N", "N", "C", "N", "S", "H", "H", "H", "H", "H", "Cl", "C", "C", "C", "C", "N", "C", "H", "H", "H", "H"], "coordinates": [[1.159, 0.148, -0.219], [3.998, -0.343, 2.707], [3.203, 0.026, 1.870], [2.438, -0.735, 1.147], [2.989, 1.548, 1.564], [3.694, 2.407, 2.042], [2.002, 1.751, 0.733], [-1.670, -1.455, 0.375], [-1.083, 0.111, 0.887], [-1.361, 0.080, 2.684], [-2.601, 0.305, 3.284], [-2.732, 0.222, 4.660], [-1.625, -0.086, 5.444], [-0.390, -0.311, 4.855], [-0.256, -0.224, 3.475], [-2.455, 1.159, 0.301], [-3.403, 0.750, -0.633], [-4.368, 1.638, -1.097], [-4.389, 2.944, -0.635], [-3.441, 3.363, 0.292], [-2.478, 2.480, 0.751], [-0.741, -2.477, 0.226], [-1.098, -3.813, 0.429], [-0.127, -4.783, 0.307], [1.178, -4.405, 0.013], [1.444, -3.066, -0.172], [0.499, -2.114, -0.117], [-2.544, -1.774, 0.773], [-3.461, 0.564, 2.677], [-3.692, 0.404, 5.124], [-1.729, -0.144, 6.520], [0.472, -0.544, 5.464], [0.709, -0.402, 3.012], [-3.392, -0.266, -1.008], [-5.108, 1.303, -1.813], [-5.144, 3.635, -0.989], [-3.447, 4.383, 0.654], [-1.729, 2.822, 1.457], [-2.114, -4.063, 0.705], [-0.378, -5.823, 0.468], [1.978, -5.128, -0.042], [2.451, -2.704, -0.329], [-0.170, -0.464, -2.328], [-0.810, 0.525, -3.075], [-0.661, 1.833, -2.754], [-1.421, 2.681, -3.484], [0.378, 2.372, -1.574], [0.424, -1.025, -2.928], [-0.861, -1.058, -1.879], [-1.485, 0.245, -3.769], [-2.228, 2.349, -3.987], [-1.438, 3.637, -3.175], [5.867, 2.594, -2.446], [4.879, 1.182, -2.499], [5.197, 0.128, -3.334], [4.365, -0.980, -3.331], [3.263, -0.980, -2.496], [2.959, 0.041, -1.693], [3.752, 1.112, -1.691], [6.075, 0.176, -3.963], [4.566, -1.836, -3.959], [2.604, -1.840, -2.457], [3.488, 1.925, -1.025]], "lowdin_charge": [0.54, 0.07, -0.57, -0.19, -0.57, 0.08, -0.26, -0.11, 1.01, -0.33, -0.09, -0.08, -0.08, -0.06, -0.06, -0.37, -0.11, -0.10, -0.09, -0.07, -0.10, -0.38, -0.01, -0.06, -0.05, -0.12, 0.01, 0.11, 0.10, 0.10, 0.10, 0.11, 0.10, 0.09, 0.10, 0.10, 0.11, 0.12, 0.11, 0.11, 0.11, 0.10, 0.01, -0.07, -0.85, 0.10, 0.78, 0.10, 0.07, 0.15, 0.10, 0.09, 0.71, -0.63, -0.08, -0.05, -0.14, 0.01, -0.13, 0.11, 0.11, 0.09, 0.11], "e_lumo_ev": [-0.34, -0.34], "multiplicity": 3, "e_homo_ev": [-5.631, -7.442], "gap_ev": [5.291, 7.097], "s_squared": 2.005}

[4]
{"formula": "C25H24ClN6O4PSTi", "method": "wB97M-V/def2-TZVPD", "species": ["Ti", "O", "C", "O", "C", "O", "O", "N", "P", "C", "C", "C", "C", "C", "C", "C", "C", "C", "C", "C", "C", "C", "C", "C", "C", "C", "N", "H", "H", "H", "H", "H", "H", "H", "H", "H", "H", "H", "H", "H", "H", "H", "N", "N", "C", "N", "S", "H", "H", "H", "H", "H", "Cl", "C", "C", "C", "C", "N", "C", "H", "H", "H", "H"], "coordinates": [[0.969, -0.251, -0.840], [2.462, 3.532, -0.545], [2.143, 2.373, -0.437], [1.275, 1.753, -1.201], [2.760, 1.444, 0.668], [3.570, 1.868, 1.459], [2.278, 0.228, 0.647], [-0.520, -1.158, 2.036], [-0.706, 0.362, 1.280], [-2.505, 0.661, 1.278], [-3.385, 0.123, 2.211], [-4.736, 0.430, 2.158], [-5.216, 1.290, 1.179], [-4.343, 1.836, 0.248], [-2.994, 1.513, 0.293], [-0.149, 1.457, 2.621], [-0.815, 2.651, 2.893], [-0.315, 3.526, 3.844], [0.851, 3.218, 4.529], [1.520, 2.034, 4.258], [1.027, 1.156, 3.307], [-0.161, -2.312, 1.378], [-0.254, -3.544, 2.041], [0.072, -4.696, 1.367], [0.481, -4.616, 0.037], [0.568, -3.370, -0.533], [0.274, -2.225, 0.113], [-0.738, -1.270, 3.016], [-3.021, -0.542, 2.986], [-5.416, 0.005, 2.884], [-6.270, 1.534, 1.143], [-4.712, 2.512, -0.513], [-2.309, 1.928, -0.438], [-1.727, 2.901, 2.365], [-0.835, 4.453, 4.047], [1.247, 3.908, 5.262], [2.449, 1.803, 4.762], [1.584, 0.262, 3.058], [-0.591, -3.573, 3.068], [0.002, -5.654, 1.866], [0.731, -5.497, -0.533], [0.893, -3.253, -1.560], [0.605, 1.484, -3.867], [-0.744, 1.803, -3.700], [-1.609, 0.969, -3.116], [-2.897, 1.400, -3.110], [-1.235, -0.483, -2.341], [1.127, 1.862, -3.066], [0.922, 1.880, -4.742], [-1.043, 2.754, -3.869], [-3.224, 2.013, -3.839], [-3.566, 0.764, -2.709], [2.570, -2.455, -5.858], [2.928, -2.211, -4.180], [4.012, -2.850, -3.595], [4.251, -2.585, -2.253], [3.414, -1.736, -1.562], [2.331, -1.151, -2.128], [2.123, -1.366, -3.445], [4.640, -3.513, -4.172], [5.093, -3.030, -1.741], [3.582, -1.498, -0.518], [1.282, -0.854, -3.891]], "lowdin_charge": [0.64, 0.09, -0.54, -0.22, -0.56, 0.08, -0.20, -0.10, 1.05, -0.36, -0.08, -0.08, -0.08, -0.09, -0.13, -0.33, -0.08, -0.08, -0.08, -0.07, -0.10, -0.35, -0.01, -0.06, -0.06, -0.12, 0.02, 0.11, 0.10, 0.10, 0.10, 0.10, 0.09, 0.10, 0.10, 0.10, 0.11, 0.10, 0.11, 0.11, 0.11, 0.11, 0.04, -0.07, -0.83, 0.08, 0.68, 0.07, 0.10, 0.15, 0.11, 0.08, 0.68, -0.65, -0.10, -0.05, -0.12, -0.07, -0.18, 0.11, 0.11, 0.11, 0.06], "e_lumo_ev": [0.19, 0.19], "multiplicity": 3, "e_homo_ev": [-5.353, -8.077], "gap_ev": [5.545, 8.268], "s_squared": 2.019}

| no. | E (eV) | largest force on an atom (eV/Å) |
| --- | --- | --- |
| 1 | -101015.212 | 1.6 |
| 2 | -78797.910 | 2.4 |
| 3 | -99210.580 | 0.3 |
| 4 | -99210.705 | 1.2 |